Record 1
This record from the OMol25 dataset describes a 10-piece molecular cluster, C5H30N2O10 overall in a non-equilibrium geometry. The level of theory is the ωB97M-V functional and the def2-TZVPD basis.

The HOMO-LUMO gap comes out at 8.1 eV. The value obtained for the lowest unoccupied orbital energy is 0.003 hartree. For the relative energy (zero: lowest compared OMol25 entry of this formula, charge and spin), the calculation gives 3.304 eV.

Last column: Mulliken charge in e.
Geometry (Å):
C1 -1.927799 -2.101831 0.004809  -0.71
O1 -2.400399 -1.733483 -1.309092  -0.50
C2 -0.393872 -2.176505 0.122743  2.68
C3 0.129414 -1.735955 1.487198  -1.56
C4 -0.097994 -0.275722 1.839646  0.12
C5 0.622010 0.402471 2.738397  -0.53
N1 0.236097 1.722480 3.110379  -0.48
N2 -0.078944 -3.571878 -0.196197  -0.69
H1 -2.515204 -1.521064 0.723185  0.36
H2 -2.391129 -3.097931 0.061033  0.32
H3 -2.289473 -0.789054 -1.469162  0.26
H4 0.221425 -1.717802 -0.702088  -1.29
H5 1.220833 -1.881268 1.381503  0.29
H6 -0.307002 -2.374326 2.261324  0.27
H7 -0.900263 0.214861 1.310443  0.31
H8 1.423957 -0.091967 3.272501  0.37
H9 1.042869 2.191225 3.500192  0.24
H10 -0.215460 2.264847 2.390827  0.36
H11 -0.617063 -4.358388 0.128420  0.16
H12 0.901036 -3.797922 -0.080137  0.19
H13 0.936246 1.984496 -0.777658  0.29
H14 2.384895 2.537656 -0.853088  0.28
O2 1.466159 2.781915 -0.796104  -0.61
H15 -2.389463 1.609891 4.228013  0.30
H16 -1.236157 2.498111 4.252642  0.36
O3 -2.209605 2.560958 4.223429  -0.68
H17 1.443194 -1.977370 -3.890328  0.29
H18 0.404551 -2.301831 -2.703181  0.28
O4 0.812428 -1.606199 -3.249694  -0.65
H19 -1.083509 -2.650268 -3.209532  0.32
H20 -2.450408 -3.017103 -2.704703  0.35
O5 -1.687539 -3.393576 -3.167721  -0.62
H21 -0.910447 2.576418 0.300516  0.21
H22 -2.312432 2.803576 0.043020  0.31
O6 -1.736104 2.047449 0.209122  -0.56
H23 -0.470773 4.918837 1.150160  0.25
H24 0.706272 4.256746 0.528466  0.28
O7 -0.117847 4.035814 0.988512  -0.58
H25 -0.949314 1.787436 -1.841668  0.27
H26 -0.824546 1.252310 -3.271807  0.24
O8 -0.818866 0.977333 -2.350539  -0.47
H27 2.242148 -0.803680 -1.703946  0.31
H28 0.982250 0.027633 -1.693750  0.23
O9 1.806114 -0.107778 -1.213743  -0.56
H29 3.998911 0.706740 -0.949187  0.34
H30 5.403927 0.123835 -1.328136  0.30
O10 4.946877 0.799862 -0.795020  -0.66

Forces on atoms 1 to 6 (eV/Å):
C -1.206 0.060 -1.372
O 0.028 0.601 0.279
C -0.195 -1.090 -0.390
C 0.767 0.648 -0.267
C 0.450 -0.616 -0.152
C -1.700 0.065 -0.837

---

Record 2
This record from the OMol25 dataset describes one molecule with the formula C5H8N2O2 in a non-equilibrium geometry. The level of theory is the ωB97M-V functional and the def2-TZVPD basis.

The HOMO-LUMO gap (spin up / spin down) comes out at 6.8 / 6.8 eV. The value obtained for the lowest unoccupied orbital energy (spin up / spin down) is -0.033 / -0.033 hartree. For the relative energy (zero: lowest compared OMol25 entry of this formula, charge and spin), the calculation gives 5.051 eV.

Last column: Mulliken charge in e.
Geometry (Å):
C1 1.862051 -1.799362 -0.673706  -1.25
C2 -0.084655 -0.724811 0.987214  1.05
C3 0.695977 -0.910776 -0.447539  0.52
N1 -1.599511 2.460842 -0.848242  -0.30
C4 -1.135204 0.258137 0.028228  -0.74
C5 -1.189524 1.631094 0.128160  0.04
O1 0.718885 0.156603 1.759396  -0.56
N2 0.015711 -0.222589 -1.231361  -0.62
O2 -0.535477 -1.751954 1.523841  -0.77
H1 0.910340 -0.326349 2.575949  0.31
H2 -1.379502 3.442768 -0.811619  0.25
H3 -1.875440 2.067722 -1.733475  0.26
H4 -2.023815 -0.325644 -0.168968  0.47
H5 -0.826129 2.112301 1.028302  0.39
H6 2.711550 -1.417787 -0.107449  0.29
H7 1.613702 -2.786101 -0.282054  0.30
H8 2.121039 -1.864090 -1.726676  0.36

Forces on atoms 1 to 6 (eV/Å):
C -0.137 0.142 -0.124
C 0.109 0.277 -1.257
C -0.752 0.042 1.634
N 0.776 -1.041 0.997
C 1.986 -2.933 -0.431
C -0.383 1.986 -0.820

---

Record 3
This record from the OMol25 dataset describes a 10-piece molecular cluster, C14H48O17 overall in a non-equilibrium geometry. The level of theory is the ωB97M-V functional and the def2-TZVPD basis.

The HOMO-LUMO gap comes out at 10.0 eV. The value obtained for the lowest unoccupied orbital energy is 0.008 hartree. For the relative energy (zero: lowest compared OMol25 entry of this formula, charge and spin), the calculation gives 5.188 eV.

Last column: Mulliken charge in e.
Geometry (Å):
O1 -2.137278 2.896443 -1.993823  -0.70
H1 -1.589278 3.570443 -1.543823  0.36
H2 -2.384278 2.286443 -1.306823  0.33
O2 -3.407278 1.089443 -0.172823  -0.71
H3 -3.796278 0.778443 -0.991823  0.26
H4 -3.819278 1.929443 0.062177  0.28
O3 -0.018278 -0.070557 3.931177  -0.71
H5 0.785722 -0.448557 3.511177  0.37
H6 -0.686278 -0.269557 3.232177  0.21
C1 -4.607278 1.424443 4.090177  -0.55
C2 -3.617278 0.520443 4.793177  0.01
O4 -2.791278 1.245443 5.671177  -0.56
O5 -3.928278 1.927443 3.004177  -0.45
H7 -4.956278 2.306443 4.651177  0.30
H8 -5.482278 0.972443 3.706177  0.32
H9 -3.195278 -0.129557 4.024177  -0.06
H10 -4.160278 -0.068557 5.568177  0.37
H11 -2.045278 1.597443 5.147177  0.34
H12 -3.391278 2.663443 3.331177  0.28
C3 1.874722 2.921443 -1.921823  -0.97
C4 1.033722 1.646443 -1.927823  0.87
O6 1.598722 0.860443 -2.936823  -0.54
O7 3.053722 2.639443 -1.235823  -0.53
H13 1.416722 3.763443 -1.411823  0.34
H14 1.957722 3.233443 -2.955823  0.51
H15 0.036722 1.874443 -2.229823  0.30
H16 1.121722 1.106443 -0.953823  -0.46
H17 2.525722 0.740443 -2.668823  0.37
H18 3.752722 2.998443 -1.790823  0.32
C5 2.846722 -2.925557 1.437177  0.73
C6 2.569722 -2.245557 2.801177  -1.17
O8 2.041722 -0.963557 2.587177  -0.40
O9 3.352722 -4.155557 1.780177  -0.57
H19 3.555722 -2.409557 0.780177  0.15
H20 1.899722 -3.080557 0.826177  -0.35
H21 3.516722 -2.088557 3.291177  0.64
H22 1.939722 -2.796557 3.427177  0.43
H23 2.768722 -0.427557 2.233177  0.25
H24 3.707722 -4.095557 2.689177  0.36
C7 -1.301278 -1.424557 1.228177  -0.80
C8 -0.619278 -0.807557 0.023177  1.55
O10 -0.117278 -1.879557 -0.753823  -0.62
O11 -1.934278 -0.417557 1.906177  -0.22
H25 -0.484278 -1.816557 1.886177  0.19
H26 -2.011278 -2.231557 0.945177  0.24
H27 0.339722 -0.342557 0.385177  -0.23
H28 -1.231278 -0.059557 -0.565823  0.10
H29 0.606722 -2.352557 -0.334823  -0.18
H30 -2.607278 -0.045557 1.272177  0.17
C9 2.321722 -2.285557 -2.532823  0.02
C10 3.711722 -2.894557 -2.964823  -0.78
O12 4.621722 -1.858557 -3.308823  -0.50
O13 2.533722 -1.340557 -1.488823  -0.49
H31 1.735722 -3.083557 -2.105823  0.27
H32 1.862722 -1.926557 -3.450823  0.14
H33 3.517722 -3.486557 -3.883823  0.42
H34 4.069722 -3.617557 -2.299823  0.40
H35 5.177722 -2.242557 -4.002823  0.30
H36 1.751722 -0.782557 -1.489823  0.17
C11 -1.193278 -1.270557 -4.216823  0.27
C12 -2.040278 -1.271557 -5.525823  -0.66
O14 -1.086278 -1.410557 -6.640823  -0.54
O15 -2.015278 -1.151557 -3.062823  -0.63
H37 -0.494278 -0.438557 -4.127823  0.01
H38 -0.674278 -2.174557 -4.037823  0.24
H39 -2.637278 -0.326557 -5.645823  0.29
H40 -2.670278 -2.135557 -5.403823  0.31
H41 -0.870278 -0.500557 -6.877823  0.31
H42 -1.594278 -1.506557 -2.291823  0.28
C13 -0.517278 2.685443 1.884177  0.05
C14 0.933722 2.505443 1.982177  0.75
O16 1.469722 3.333443 3.027177  -0.64
O17 -0.964278 2.274443 0.622177  -0.34
H43 -0.804278 3.690443 2.079177  0.51
H44 -0.987278 2.081443 2.607177  -0.26
H45 1.342722 2.614443 0.964177  -0.10
H46 1.074722 1.483443 2.166177  -0.45
H47 2.395722 3.543443 2.811177  0.38
H48 -1.956278 2.053443 0.690177  0.07

Forces on atoms 1 to 6 (eV/Å):
O 0.409 1.225 -0.422
H -0.414 -0.653 -0.256
H 0.172 -0.418 0.354
O 0.120 0.036 0.406
H -0.234 -0.046 -0.310
H -0.568 -0.196 -0.021

---

Record 4
This record from the OMol25 dataset describes C50H35Cl3N2O8P2SiTa as an isolated structure in a non-equilibrium geometry. The level of theory is the ωB97M-V functional and the def2-TZVPD basis.

Its charge is +1. The HOMO-LUMO gap comes out at 7.3 eV. The value obtained for the lowest unoccupied orbital energy is -0.136 hartree. For the relative energy (zero: lowest compared OMol25 entry of this formula, charge and spin), the calculation gives 0.538 eV.

Last column: Mulliken charge in e.
Geometry (Å):
Ta1 11.295940 13.550221 10.629352  -0.05
C1 7.168223 14.019268 10.088467  -1.56
Si1 8.783501 14.826199 10.802337  1.86
C2 9.058971 16.668792 10.300708  0.42
C3 8.089732 17.508140 9.724792  -0.85
C4 8.330022 18.864733 9.534786  -0.64
C5 9.602122 19.422666 9.945453  -1.02
C6 10.516173 18.581038 10.453344  -0.39
C7 10.310272 17.195500 10.606070  -0.31
P1 11.662840 16.144781 11.173967  2.09
C8 13.002047 16.650545 10.009012  0.39
C9 12.695345 16.319561 8.714683  -1.58
C10 13.622058 16.456416 7.772961  -0.17
C11 14.953551 16.799906 8.060323  -0.74
C12 15.283838 17.191264 9.355854  -0.98
C13 14.277133 17.077596 10.319689  -0.03
C14 12.164212 16.636635 12.776535  0.48
C15 11.418641 17.464875 13.622647  -1.16
C16 11.896316 17.918984 14.832293  -0.94
C17 13.162697 17.462764 15.217174  -0.69
C18 13.927078 16.573223 14.459452  -1.28
C19 13.390308 16.153524 13.269858  -0.32
C20 8.329857 15.002655 12.659645  0.53
C21 7.193443 15.733245 12.957223  -0.77
C22 6.757841 15.773636 14.273722  -0.93
C23 7.421688 14.959341 15.210907  -1.04
C24 8.554451 14.279608 14.925682  -0.96
C25 9.037031 14.318148 13.627229  0.95
P2 10.443436 13.243502 13.132919  1.53
C26 11.934812 13.446030 14.232387  1.13
C27 11.838728 13.665198 15.619809  -0.62
C28 13.004877 13.494573 16.378847  -0.98
C29 14.231167 13.141690 15.791707  -1.07
C30 14.328005 12.990743 14.436257  -0.55
C31 13.150081 13.098820 13.657976  -0.23
C32 9.800877 11.638490 13.623417  1.16
C33 8.498218 11.255937 13.360975  -0.48
C34 7.885775 10.134674 13.926140  -0.70
C35 8.639727 9.386565 14.811903  -0.74
C36 9.972293 9.728006 15.076202  -0.79
C37 10.562762 10.848363 14.489929  -1.08
H1 6.287656 14.634666 10.368475  0.38
H2 7.236041 13.964133 8.998814  0.36
H3 7.221523 13.044360 10.477380  0.61
H4 7.111439 17.151252 9.416623  0.43
H5 7.575790 19.530716 9.105426  0.42
H6 9.686484 20.467357 9.752420  0.49
H7 11.488932 19.033153 10.685831  0.39
H8 11.703891 16.073421 8.436992  0.50
H9 13.315034 16.151083 6.763998  0.48
H10 15.735303 16.840412 7.292879  0.40
H11 16.216806 17.611328 9.587912  0.59
H12 14.572535 17.302146 11.363560  0.40
H13 10.529426 17.875471 13.315790  0.61
H14 11.316757 18.660501 15.384664  0.49
H15 13.555412 17.870542 16.175300  0.34
H16 14.836118 16.207998 14.861761  0.65
H17 14.065251 15.463043 12.759423  0.51
H18 6.660695 16.258839 12.175387  0.42
H19 5.930416 16.427935 14.601834  0.41
H20 7.016699 14.862155 16.184969  0.50
H21 9.035947 13.573625 15.649441  0.28
H22 10.872513 13.865828 16.042858  0.30
H23 12.972513 13.696314 17.468447  0.38
H24 15.054469 12.947146 16.347214  0.66
H25 15.262325 12.654984 13.909901  0.43
H26 13.205670 12.832968 12.614639  0.29
H27 7.875751 11.853933 12.697417  0.16
H28 6.838440 9.872124 13.656555  0.46
H29 8.166909 8.535281 15.327024  0.38
H30 10.539272 9.120237 15.757517  0.51
H31 11.555184 11.146097 14.740891  0.60
Cl1 9.669708 6.390506 11.338989  -0.19
C38 10.319474 7.957833 11.265150  0.21
C39 9.667366 8.994967 10.641817  -0.86
C40 10.214395 10.289470 10.698066  1.46
Cl2 9.397130 11.663138 9.985391  -0.08
C41 11.461072 10.561561 11.237316  -1.31
O1 11.943604 11.795898 11.218314  0.48
C42 12.095132 9.522579 11.898563  0.43
Cl3 13.556946 9.888330 12.723333  -0.13
C43 11.488030 8.286800 11.984616  -0.58
H32 8.793919 8.869975 10.034803  0.53
H33 11.873791 7.547644 12.653086  0.49
O2 11.415618 13.904103 6.570383  -0.60
C44 11.838853 13.509556 7.605552  -0.02
O3 11.029146 13.535452 8.682947  -0.20
C45 13.186861 13.001304 7.868855  0.81
C46 13.919160 12.348738 6.874206  -0.88
C47 15.159104 11.756686 7.150364  -0.71
C48 15.753774 12.012256 8.353292  -0.07
C49 15.112685 12.761334 9.298265  -0.12
C50 13.783567 13.180836 9.137150  -0.13
O4 13.215202 13.814441 10.163668  0.79
N1 15.856302 12.996684 10.634066  1.07
O5 16.071756 11.984045 11.317507  -0.57
O6 16.247205 14.101773 10.890827  -0.58
N2 16.034822 11.181736 6.077013  0.99
O7 17.176124 10.844375 6.328608  -0.59
O8 15.537069 11.159990 4.971638  -0.59
H34 13.633201 12.333918 5.826500  0.62
H35 16.729651 11.629684 8.608538  0.61

Forces on atoms 1 to 6 (eV/Å):
Ta -0.739 -0.832 -1.207
C 1.203 2.291 -0.669
Si -0.111 0.642 0.056
C -0.037 -0.990 -0.250
C -0.183 0.833 -0.087
C 1.334 0.182 0.665